Entry 1:
C40H108N4O12 | ωB97M-V with the def2-TZVPD basis set

Structure (XYZ):
```
164
Properties=species:S:1:pos:R:3:forces:R:3
C -2.7883 -19.8427 -2.2550 -1.3 -1.5 1.3
O -1.6377 -20.6689 -2.1483 1.2 0.9 0.1
C -0.3850 -19.8836 -2.1732 -0.8 -0.3 0.2
C 0.7708 -20.8421 -2.5072 0.2 1.3 -1.8
C 0.8683 -22.0063 -1.6368 1.5 -1.3 0.3
N 2.0197 -20.0922 -2.6449 0.4 0.8 2.0
H -2.7422 -19.3418 -3.2004 -0.4 0.6 -0.4
H -2.9369 -19.1707 -1.3857 0.6 0.1 -0.5
H -3.7127 -20.5178 -2.1792 1.4 0.7 -0.6
H -0.4255 -19.1511 -3.0095 -0.1 -0.1 0.6
H -0.2888 -19.3472 -1.1653 0.1 -0.7 -1.3
H 0.6915 -21.2018 -3.5305 -1.0 -0.1 -0.3
H 1.1537 -21.7377 -0.6624 0.2 0.8 1.7
H 1.7640 -22.5798 -1.9493 -0.8 -0.3 -0.2
H -0.0275 -22.5721 -1.5211 -0.6 -0.6 -0.3
H 2.5497 -20.1727 -1.7654 -0.2 0.3 -0.6
H 2.6290 -20.3833 -3.3907 -0.3 -0.4 -0.4
C 6.6356 -20.2656 -9.1984 0.2 2.6 1.8
O 6.7922 -20.1953 -7.7367 -0.4 -0.7 -1.9
C 5.5525 -20.1461 -7.0594 0.7 1.1 1.6
C 5.9420 -19.7475 -5.5801 -2.2 -0.2 -0.6
C 6.5393 -20.8789 -4.8149 0.4 0.2 0.6
N 4.5979 -19.3921 -4.9070 1.7 0.6 -2.1
H 6.0812 -21.0756 -9.5237 -1.1 -2.1 -0.3
H 7.6186 -20.2691 -9.6429 0.3 0.1 0.0
H 6.0532 -19.3705 -9.5294 0.6 -0.4 0.1
H 4.9135 -19.3379 -7.4321 0.0 0.1 -0.3
H 4.9371 -21.0555 -7.0830 0.5 -0.2 -0.1
H 6.6946 -18.9381 -5.6591 -0.7 0.0 0.1
H 7.4272 -21.1911 -5.3689 0.0 -0.4 0.3
H 5.7929 -21.6761 -4.7187 0.3 0.0 0.0
H 6.8207 -20.4962 -3.7981 -0.1 -0.6 -0.8
H 4.3862 -18.4795 -5.3050 -0.6 0.1 -0.5
H 4.7655 -19.0888 -3.9839 0.4 -0.2 1.7
C 3.9478 -28.9112 -6.0801 0.2 0.4 0.8
O 3.2133 -28.0793 -5.1624 0.7 -1.3 0.8
C 3.9969 -27.9875 -3.9384 -0.6 -0.7 -1.0
C 3.2677 -27.0884 -3.0164 1.4 3.3 -0.5
C 3.1467 -25.6430 -3.7304 -0.8 -0.8 4.1
N 3.9219 -26.9506 -1.6896 -0.2 -0.1 -0.4
H 3.3024 -29.3415 -6.8432 -0.2 0.3 0.0
H 4.4843 -29.7501 -5.5650 -0.5 0.7 -0.3
H 4.6591 -28.1981 -6.4875 0.5 -0.5 -0.7
H 4.0354 -28.9812 -3.4421 0.4 0.2 -0.5
H 4.9997 -27.6033 -4.2017 -0.2 -0.2 0.3
H 2.2905 -27.4473 -2.8825 -1.4 -0.6 0.3
H 2.5795 -25.6946 -4.6024 -0.7 -0.3 -1.6
H 4.1390 -25.2498 -3.8833 0.3 0.3 -0.1
H 2.5295 -24.9988 -2.9996 1.2 -0.6 -1.0
H 4.5427 -27.7152 -1.4847 -0.2 -0.9 0.0
H 4.5896 -26.2030 -1.6599 -0.1 0.9 -0.3
C 4.9275 -16.5122 -7.6181 -1.2 -0.9 1.2
O 4.0067 -16.9844 -6.5954 0.2 1.2 -0.1
C 2.6628 -16.6217 -6.8724 -1.2 -3.0 0.8
C 1.6642 -17.2538 -5.7592 1.7 1.9 -0.4
C 0.2606 -17.1860 -6.2987 0.1 0.0 1.1
N 1.9023 -16.5797 -4.4756 0.5 -1.6 0.1
H 4.7373 -17.1596 -8.4652 0.0 0.5 -0.8
H 5.9084 -16.7710 -7.2642 0.5 0.2 0.2
H 4.8177 -15.4346 -7.7745 0.0 -0.2 -0.3
H 2.4664 -15.5651 -6.9090 0.2 0.7 -0.1
H 2.3868 -17.1237 -7.8312 0.0 0.6 0.3
H 1.9171 -18.2617 -5.5370 0.4 -1.0 -0.4
H 0.1736 -17.8409 -7.1297 -0.3 -0.6 -0.9
H 0.0509 -16.1854 -6.6035 -0.4 0.8 -0.3
H -0.4456 -17.4641 -5.5144 -0.1 -0.1 -0.1
H 1.6570 -17.2103 -3.7063 0.1 0.4 -0.3
H 1.4618 -15.7065 -4.3550 -0.7 1.0 0.0
C 2.8829 -23.0680 -12.0404 0.5 -1.3 0.1
C 3.8165 -21.9103 -11.8166 1.8 -0.8 1.1
C 4.1593 -21.0734 -13.0183 -0.4 -0.3 -0.3
O 3.3603 -21.0945 -10.7608 -0.3 0.9 0.0
H 1.9022 -22.8660 -12.4196 -0.6 0.6 -0.3
H 2.7634 -23.7160 -11.1528 0.1 0.7 -0.1
H 3.3640 -23.7395 -12.7438 0.1 -0.2 -0.4
H 4.7937 -22.3723 -11.4635 -1.0 0.4 -0.2
H 4.4630 -21.7511 -13.8075 0.0 0.2 -0.4
H 4.9306 -20.3301 -12.8552 0.4 -0.1 0.3
H 3.2846 -20.5089 -13.3131 -0.5 0.1 -0.5
H 2.9954 -20.3131 -11.2034 0.0 -0.1 0.5
C 9.1869 -23.7493 -10.1082 -0.3 -0.7 0.3
C 8.7582 -24.6067 -8.9297 -0.1 -0.8 0.3
C 8.4401 -23.8516 -7.6601 -0.7 1.0 -0.6
O 7.5281 -25.2924 -9.3009 0.2 -0.1 0.5
H 9.2598 -24.3669 -11.0172 -0.1 0.3 0.2
H 10.1511 -23.3511 -9.9017 0.9 0.5 0.0
H 8.4861 -22.9253 -10.2246 -0.1 0.0 -0.2
H 9.5789 -25.3103 -8.5665 -1.0 0.2 -1.1
H 8.0710 -24.4921 -6.8965 -0.7 -0.9 0.4
H 7.7089 -23.0286 -7.7987 0.4 -0.4 0.0
H 9.3297 -23.4759 -7.2059 0.8 0.7 0.0
H 7.5736 -25.7224 -10.1644 0.4 0.2 0.1
C -4.1075 -20.3748 -6.1297 1.3 1.1 -1.3
C -2.6851 -19.7817 -6.1776 -1.4 1.6 -0.3
C -1.6058 -20.8206 -6.2287 0.3 -0.1 -0.2
O -2.6614 -18.9323 -7.4066 -0.9 -1.8 0.5
H -4.2411 -20.8306 -5.1910 -0.5 -0.7 1.1
H -4.2901 -21.0572 -6.9523 0.3 -0.5 0.0
H -4.7664 -19.5529 -6.3341 -0.6 0.4 0.4
H -2.6084 -19.0142 -5.3410 0.2 -1.2 -0.6
H -1.7949 -21.6448 -5.5192 0.1 0.5 -0.2
H -0.6203 -20.3555 -6.0390 -0.2 -0.5 -0.3
H -1.6801 -21.2534 -7.2460 0.4 0.1 0.5
H -2.0197 -18.2690 -7.2631 1.1 1.1 0.2
C 0.5761 -26.8104 -6.9022 -0.1 0.5 -1.0
C -0.8606 -26.3014 -7.0665 -0.3 0.6 1.0
C -0.8315 -25.0688 -8.0192 -1.8 -1.0 -0.3
O -1.7867 -27.3282 -7.5094 1.1 0.9 -0.4
H 1.1535 -25.9862 -6.4746 0.2 0.1 -0.4
H 0.9759 -27.1026 -7.9325 -0.2 0.3 1.4
H 0.7157 -27.5811 -6.1712 -0.2 -0.9 0.1
H -1.2970 -25.9780 -6.0685 0.8 -0.4 -1.2
H -0.7280 -25.4196 -9.0733 0.4 0.3 0.6
H -0.0906 -24.3255 -7.7391 0.0 -0.1 -0.1
H -1.8456 -24.6182 -8.0120 0.6 0.0 0.1
H -1.5044 -27.4665 -8.4257 -0.4 -0.4 0.1
C -0.0638 -19.6567 -9.9671 -0.1 0.7 -1.7
C -1.2575 -20.1942 -10.7574 -0.2 0.1 0.8
C -1.6641 -21.5682 -10.2983 0.7 -1.0 0.7
O -2.3835 -19.3272 -10.6196 0.3 0.1 -0.7
H 0.1505 -18.6667 -10.3959 0.2 -0.1 0.1
H 0.8034 -20.2950 -10.1478 0.0 0.0 0.5
H -0.3171 -19.4656 -8.9392 0.0 -0.5 0.6
H -1.0245 -20.2108 -11.8028 0.2 0.1 -0.7
H -2.5464 -21.9436 -10.7770 -0.5 0.0 -0.6
H -1.9429 -21.4481 -9.2609 0.0 -0.2 0.5
H -0.8881 -22.3768 -10.3397 -0.4 0.9 -0.1
H -2.5071 -19.1593 -9.6866 -0.2 0.0 0.6
C 4.4077 -26.4954 -9.4367 -0.2 0.1 -0.9
C 3.9393 -25.1466 -8.8711 0.4 0.1 -0.2
C 4.0222 -25.2501 -7.3553 1.5 0.4 1.3
O 4.7024 -24.0431 -9.4368 0.2 -1.0 0.4
H 3.7846 -27.3381 -9.1298 -0.4 0.2 -0.1
H 5.3848 -26.7685 -9.0434 0.3 0.3 -0.1
H 4.4382 -26.4520 -10.5526 0.0 -0.1 0.8
H 2.9129 -24.9368 -9.1998 0.1 -0.1 0.2
H 5.0601 -25.5932 -7.0450 -0.9 0.4 -0.6
H 3.3869 -26.0600 -6.9847 -0.3 0.3 0.0
H 3.8817 -24.3017 -6.7579 -0.2 -1.0 -0.9
H 5.6258 -24.3589 -9.5131 -0.3 0.2 0.3
C -3.3455 -24.5590 -4.9486 0.3 -1.2 1.1
C -2.6699 -24.0202 -3.6803 0.0 -1.4 -0.7
C -1.2253 -24.5375 -3.6718 -0.2 1.0 1.5
O -2.8419 -22.6419 -3.7053 -0.5 0.8 -0.3
H -2.8468 -24.2466 -5.8301 0.8 0.5 -0.8
H -4.3457 -24.2338 -5.0382 -1.3 0.4 0.1
H -3.3380 -25.6606 -4.9537 -0.1 0.3 0.1
H -3.1738 -24.4433 -2.7776 0.2 0.2 -0.5
H -0.5911 -24.1334 -4.4499 -0.1 0.2 -0.4
H -1.2684 -25.6141 -3.7565 0.2 -0.3 0.1
H -0.7703 -24.2424 -2.6979 -0.1 -0.5 -0.6
H -2.1058 -22.1021 -3.4132 0.5 -0.1 0.6
C 1.5637 -23.0824 -5.9996 -0.8 1.5 1.4
C 2.4485 -21.9494 -6.4647 -0.4 1.3 0.4
C 2.2243 -21.5977 -7.9162 0.6 -0.6 -0.2
O 2.2680 -20.7481 -5.6243 -0.1 -1.3 -0.7
H 1.8866 -23.3521 -4.9686 -0.5 0.0 -0.5
H 1.7520 -23.9267 -6.6482 -0.5 -0.2 -0.1
H 0.4938 -22.6695 -5.9694 1.3 -1.1 -0.2
H 3.4638 -22.2945 -6.3608 0.7 0.0 0.2
H 1.2781 -21.0566 -8.0621 0.4 -0.2 0.0
H 2.2227 -22.5579 -8.4872 -0.1 0.8 0.1
H 3.1091 -21.0207 -8.2511 -0.8 -0.1 -0.2
H 3.1194 -20.2538 -5.5627 -0.2 -0.4 0.2
```
Positions in Å, forces in eV/Å.

The calculation puts the HOMO energy at -9.02 eV. The orbital gap comes out at 9.46 eV. The energy above the lowest of the compared OMol25 structures with the same formula, charge and spin comes out at 40.51 kcal per mole. The SMILES is COC[C@H](C)N.COC[C@H](C)N.COC[C@H](C)N.COC[C@H](C)N.CC(C)O.CC(C)O.CC(C)O.CC(C)O.CC(C)O.CC(C)O.CC(C)O.CC(C)O.

---

Entry 2:
C40H108O14 | ωB97M-V with the def2-TZVPD basis set

Structure (XYZ):
```
162
Properties=species:S:1:pos:R:3:forces:R:3
C 1.2893 -3.9199 2.2463 0.2 1.5 0.0
C 0.1749 -4.9120 2.3790 0.0 0.2 -1.6
C -1.0935 -4.2401 2.8417 0.3 0.5 1.1
O 0.0195 -5.5395 1.0890 -0.3 -0.5 0.3
H 1.0744 -3.1624 1.4199 0.1 -1.0 0.9
H 2.2551 -4.3890 2.0416 -0.2 0.1 0.0
H 1.3581 -3.3617 3.1966 0.3 -0.1 -0.4
H 0.4692 -5.6953 3.0760 -0.1 -0.2 0.0
H -1.4500 -3.4807 2.1339 0.1 -0.2 0.2
H -0.9000 -3.7871 3.8358 0.1 0.3 -0.6
H -1.8633 -4.9335 3.0966 -0.7 -0.7 -0.4
H -0.2863 -4.8890 0.4339 0.0 0.1 0.3
C -1.6080 -0.1148 -5.0829 -0.5 0.3 -0.9
C -2.3987 -1.1655 -5.8808 0.6 1.4 -0.4
C -2.4554 -0.7025 -7.3830 -0.9 -0.4 0.8
O -1.6427 -2.3635 -5.7571 -0.1 -0.6 -0.3
H -1.4031 -0.4207 -4.0850 0.0 -0.4 0.9
H -2.2074 0.7885 -5.0694 -0.2 0.2 0.2
H -0.6508 0.1745 -5.5258 -0.1 -0.4 -0.3
H -3.3980 -1.2782 -5.4072 0.4 -0.1 -0.5
H -3.0146 -1.4280 -7.9928 0.3 0.1 0.1
H -1.4309 -0.6346 -7.7140 0.3 0.0 -0.3
H -2.9455 0.2764 -7.5632 0.3 -0.5 0.5
H -2.0055 -3.0671 -6.3120 0.0 0.2 0.1
C -0.3042 3.2009 -4.1174 0.1 0.5 0.5
C -0.5614 4.5419 -3.4143 0.1 0.2 -1.1
C 0.7053 5.1040 -2.8316 1.2 0.1 1.0
O -1.1445 5.4812 -4.3269 -0.1 -0.1 0.2
H -1.2251 2.7334 -4.4517 -0.2 -0.1 0.3
H 0.2353 2.6146 -3.3673 -0.1 -0.5 -0.4
H 0.3006 3.3152 -5.0248 0.2 0.2 0.3
H -1.2859 4.4060 -2.6155 -0.2 0.0 0.0
H 1.6025 5.0427 -3.4933 -0.8 0.0 0.2
H 0.9673 4.5545 -1.9185 0.1 -0.3 -0.2
H 0.6220 6.1276 -2.4386 -0.3 -0.1 -0.5
H -0.4293 5.7471 -4.9124 -0.1 0.1 -0.2
C -3.3981 -2.2882 -0.8210 0.6 0.6 0.4
C -2.6109 -3.6076 -0.8787 -1.5 0.6 -0.9
C -2.9951 -4.2868 -2.1708 0.1 -1.0 -0.2
O -1.2355 -3.4377 -0.7687 0.4 -0.1 1.1
H -3.1221 -1.5183 -1.5652 0.2 -0.7 0.0
H -3.2311 -1.7986 0.1379 -0.1 0.0 0.2
H -4.4570 -2.4736 -0.9464 -0.3 -0.1 0.1
H -2.9460 -4.2265 -0.0639 0.0 -0.3 0.6
H -2.7884 -3.6614 -3.0102 0.5 0.6 -0.7
H -4.0574 -4.4712 -2.2583 -0.4 -0.2 0.4
H -2.4651 -5.2356 -2.3149 -0.1 0.1 0.1
H -0.9381 -3.1760 -1.6353 0.6 0.3 -1.0
C 2.8496 -0.3192 4.2919 -0.5 0.6 1.0
C 3.4612 -1.2846 3.3180 -0.5 -0.6 -0.6
C 4.6852 -0.6768 2.6395 -0.1 0.1 -0.3
O 3.7264 -2.5228 3.9943 0.5 0.5 0.0
H 2.2037 -0.7766 5.0564 0.1 -0.3 -0.5
H 2.2266 0.4401 3.7984 0.3 -0.3 -0.1
H 3.6003 0.2020 4.8911 0.2 0.1 -0.2
H 2.7011 -1.5303 2.5572 0.3 0.3 0.0
H 4.3720 0.1185 1.9537 -0.1 0.2 0.4
H 5.2585 -1.3239 1.9845 -0.2 -0.7 0.1
H 5.3821 -0.3203 3.3884 0.1 0.3 0.2
H 4.1258 -3.0662 3.3083 0.1 -0.4 0.0
C -3.7847 -0.0399 2.6535 -0.6 -1.0 -0.4
C -5.1825 0.5603 2.7090 0.0 0.1 -0.3
C -5.7394 0.8383 4.1051 -0.5 0.3 -0.4
O -5.1813 1.7771 1.9306 1.0 -0.3 -0.1
H -3.9006 -1.0532 3.0530 0.2 0.0 0.1
H -3.0444 0.4531 3.2438 0.4 0.7 0.4
H -3.3951 -0.1713 1.6263 -0.4 0.4 0.4
H -5.8330 -0.1520 2.1912 -0.2 0.0 0.1
H -5.0772 1.4177 4.7093 0.8 0.3 0.3
H -6.0172 -0.0377 4.6754 0.1 -0.4 -0.1
H -6.6465 1.4539 4.0512 0.0 -0.2 -0.3
H -6.0184 2.2117 1.9998 -0.8 0.3 0.2
C -2.6458 5.9087 1.0125 0.7 -0.7 -0.3
C -1.3440 5.1996 0.6683 1.2 0.4 0.6
C -0.1621 6.0489 1.1146 0.9 -0.1 0.4
O -1.1108 3.9446 1.3171 -1.0 -0.4 0.0
H -2.6115 6.8750 0.5159 -0.4 0.0 -0.3
H -2.6995 6.1053 2.0775 -0.1 -0.2 0.2
H -3.4501 5.2660 0.6726 -0.6 0.3 0.1
H -1.2575 4.9932 -0.3984 -0.2 0.3 -0.3
H -0.1331 7.0656 0.6945 -0.1 -0.4 0.1
H 0.7701 5.5197 0.8535 -0.2 0.3 -0.1
H -0.1290 6.1103 2.2263 -0.3 0.1 -0.6
H -1.8133 3.3145 1.0082 0.4 0.2 0.3
C 3.8303 -2.4368 -0.3377 -0.9 -1.5 -0.5
C 3.8076 -3.9940 -0.3852 0.6 0.6 0.9
C 4.6636 -4.5238 -1.5364 -0.8 -0.2 0.1
O 4.3186 -4.3678 0.9473 -0.2 0.2 -1.1
H 3.0444 -2.0954 0.3212 0.2 0.2 0.6
H 3.5668 -2.0234 -1.2989 0.1 0.1 -0.5
H 4.8113 -2.0775 -0.0616 0.1 0.0 0.2
H 2.7854 -4.4266 -0.4930 0.4 0.5 0.2
H 4.7413 -5.6183 -1.5487 0.1 0.2 0.2
H 5.6502 -4.0783 -1.5657 0.2 0.1 0.1
H 4.1097 -4.2540 -2.4404 0.3 0.0 -0.1
H 4.3782 -5.3240 0.9555 0.0 -0.3 0.1
C -0.9107 -0.5882 5.2553 -1.1 -0.4 0.3
C -1.3495 -0.7216 6.7312 0.0 -0.5 -0.9
C -0.1005 -0.5237 7.6159 0.0 0.0 -0.5
O -2.5223 0.1329 6.9277 1.4 -0.2 0.6
H -0.1668 -1.3405 4.9984 0.2 0.1 0.1
H -0.5624 0.4010 5.0258 0.5 0.6 0.0
H -1.7622 -0.7569 4.5938 -0.1 -0.1 0.1
H -1.7090 -1.7656 6.8363 0.2 0.4 0.2
H -0.1932 -0.8274 8.6532 -0.3 0.0 0.2
H 0.2814 0.5045 7.5932 -0.2 -0.1 -0.1
H 0.6904 -1.1615 7.1704 -0.4 0.3 0.3
H -2.5061 0.4342 7.8502 -0.1 -0.1 -0.4
C 4.1579 2.8016 -1.6238 0.3 1.6 0.1
C 3.0678 2.1354 -2.3859 -0.2 -1.1 -0.3
C 3.2824 2.1919 -3.8781 0.9 0.1 -0.7
O 2.9627 0.7512 -2.0440 0.2 0.1 -0.1
H 4.1624 3.8933 -1.8107 -0.3 -0.3 0.2
H 5.1392 2.5020 -1.8938 0.9 -0.7 -0.6
H 4.1163 2.6417 -0.5639 -0.5 0.0 0.7
H 2.1234 2.6214 -2.1606 -0.3 0.2 0.2
H 3.5166 3.2081 -4.1964 -0.5 0.3 0.0
H 2.4524 1.7851 -4.4641 0.1 0.1 0.2
H 4.2054 1.6660 -4.1804 -0.4 -0.2 0.4
H 2.8748 0.6743 -1.0767 -0.3 -0.1 0.0
C -0.0668 -0.5583 1.6296 0.0 -0.4 0.4
C 0.6669 -0.3139 0.3157 1.5 0.9 0.7
C -0.1212 0.5582 -0.6336 -0.5 0.0 0.3
O 1.9691 0.3363 0.5683 -0.9 -0.5 0.0
H -0.8994 -1.2491 1.4707 -0.1 0.1 -0.1
H -0.4651 0.3600 2.0761 0.1 0.0 -0.2
H 0.5587 -1.0538 2.3967 0.0 0.3 -0.5
H 0.9822 -1.2557 -0.0991 -0.3 -0.5 -0.5
H 0.3428 0.7697 -1.5859 0.4 -0.5 -0.3
H -0.2459 1.5372 -0.1771 -0.2 0.2 0.3
H -1.1153 0.1374 -0.7681 -0.2 0.0 -0.2
H 1.7492 1.1871 0.9840 0.3 0.3 0.1
C 1.4860 -4.3801 -4.1544 0.9 0.1 0.1
C 1.2197 -3.1443 -3.3075 -1.8 -0.2 0.4
C 1.8728 -1.8711 -3.8214 -0.5 -0.7 0.3
O -0.2554 -2.9440 -3.3498 1.3 -0.1 0.4
H 1.0563 -5.3028 -3.7225 -0.2 0.6 -0.4
H 2.5675 -4.5721 -4.1944 -0.1 0.1 -0.2
H 1.1534 -4.1460 -5.1823 0.0 -0.5 0.4
H 1.4437 -3.3651 -2.2449 -0.1 0.3 -0.4
H 1.6176 -1.8736 -4.8859 0.0 0.7 0.0
H 2.9380 -1.9676 -3.7410 0.7 0.1 0.0
H 1.5670 -0.9766 -3.2469 0.0 -0.5 -0.6
H -0.4942 -2.8344 -4.2834 -0.3 0.1 0.1
C -3.8768 1.5019 -1.9291 0.5 1.1 -0.1
C -2.9475 2.4879 -1.2130 -2.4 -1.1 1.5
O -2.9846 2.2292 0.2171 0.6 0.2 -0.3
H -4.9068 1.5962 -1.5996 -0.1 0.1 0.0
H -3.5616 0.4929 -1.8132 0.3 -0.8 0.3
H -3.7966 1.7292 -2.9815 -0.3 0.0 -0.5
H -3.3499 3.4870 -1.3590 0.5 0.4 -0.4
H -1.9448 2.3246 -1.5331 0.8 0.3 -0.2
H -3.8800 2.2754 0.6052 0.2 -0.2 -0.3
C 3.3160 3.6298 3.0606 1.3 0.0 0.6
C 1.8908 3.2236 2.9504 -0.9 -0.1 -0.7
O 1.5822 2.8683 1.5824 0.2 0.3 0.6
H 3.5564 4.6415 2.6963 -0.4 -0.3 0.2
H 4.0267 2.9498 2.5554 -0.6 0.0 0.1
H 3.5446 3.5559 4.1361 0.3 0.3 -0.3
H 1.2207 4.0190 3.3181 0.2 0.0 -0.4
H 1.6564 2.3728 3.5880 0.2 -0.2 0.1
H 0.6596 3.1070 1.4450 -0.6 0.3 -0.2
```
Positions in Å, forces in eV/Å.

The calculation puts the HOMO energy at -9.33 eV. The orbital gap comes out at 9.77 eV. The energy above the lowest of the compared OMol25 structures with the same formula, charge and spin comes out at 29.67 kcal per mole.

---

Number 1: calculated total energy -73757.8038 eV. Number 2: calculated total energy -71896.4940 eV.